Computed, not measured: ClH4NSi in the gas phase, with ωB97M-V/def2-TZVPD.

Last columns: bonded neighbours and bond lengths (Å).
CARTESIAN COORDINATES (ANGSTROEM)
1 Si 0.17961 0.28349 0.10233  N2 1.705, H4 1.481, H5 1.403, H6 1.401
2 N 0.15237 -1.37096 -0.30693  Si1 1.705, Cl3 1.759, H7 0.982
3 Cl 0.48441 -2.81153 0.64651  N2 1.759
4 H -0.46359 1.01736 -1.01149  Si1 1.481
5 H 1.53244 0.65277 0.15132  Si1 1.403
6 H -0.26379 0.52357 1.40951  Si1 1.401
7 H 0.32712 -1.60666 -1.24412  N2 0.982

Largest force on an atom = 2.05 eV/A
Highest occupied orbital energy = -0.3447 Ha
SMILES = [SiH3]NCl
Kohn-Sham gap = 9.892 eV
Lowest unoccupied orbital energy = 0.0188 Ha
Energy relative to the best compared isomer or geometry (same formula, charge and spin) = 74.4 kcal/mol
Electronic energy = -806.7799 hartree
M = 81.6 g mol⁻¹